--- a ---
DFT (the ωB97M-V functional and the def2-TZVPD basis) results for 2 unconnected molecules or ions with the total composition C4H2NO2S.

```
10
C4H2NO2S | the Open Molecules 2025 dataset | the ωB97M-V functional and the def2-TZVPD basis
C 0.2691 -0.0208 -0.6860
C -1.6182 -1.4855 0.5371
C 1.4595 2.1738 0.3706
C -0.0050 -1.2833 -0.8722
N 0.3674 1.1718 -0.6815
O 2.1336 2.8841 -0.3282
O 1.3914 1.8569 1.5179
S -2.4585 -2.7429 0.9333
H -1.8057 -0.4688 0.7370
H 0.2664 -2.0854 -1.5280
```

Summary:
HOMO-LUMO gap (eV): 7.047
Total charge: -1



--- b ---
DFT (the ωB97M-V functional and the def2-TZVPD basis) results for 2 unconnected molecules or ions with the total composition C4H2NO2S.

```
10
C4H2NO2S | the Open Molecules 2025 dataset | the ωB97M-V functional and the def2-TZVPD basis
C -1.2451 -0.7249 0.3155
C 0.9866 0.7407 0.3286
C -3.4516 0.6221 -0.0388
C -0.0394 -1.1655 0.1307
N -2.1400 0.0429 0.6296
O -4.4291 -0.0030 0.2829
O -3.1289 1.5623 -0.7000
S 2.5146 0.9133 0.0392
H 0.1722 1.2398 0.6963
H 0.5560 -1.9643 -0.2462
```

Summary:
HOMO-LUMO gap (eV): 6.833
Total charge: -1



Which of them is least stable? Easy: b.



--- a ---
DFT (the ωB97M-V functional and the def2-TZVPD basis) results for 2 unconnected molecules or ions with the total composition C6H10NO.

```
18
C6H10NO | the Open Molecules 2025 dataset | the ωB97M-V functional and the def2-TZVPD basis
C -2.4913 -1.3177 -0.9678
C -1.4153 -0.7164 -0.6047
C 0.1766 2.9689 -0.0952
C -0.9790 3.0922 0.1873
C 1.3221 -0.8769 1.1640
C 0.9639 -0.6596 -0.2527
N -0.3572 -0.0951 -0.2654
O 1.8146 0.2524 -0.9033
H -2.7353 -1.5697 -1.9093
H 1.0965 3.2901 -0.4983
H -3.1912 -1.7352 -0.3292
H -1.8805 3.0483 0.7175
H 0.9163 -1.7766 1.5039
H 2.4117 -0.9197 1.3751
H 0.9012 -0.0548 1.6958
H 0.9768 -1.5661 -0.9523
H -0.4321 0.9757 -0.0310
H 2.7606 0.2351 -0.5203
```

Summary:
HOMO-LUMO gap (eV): 10.364
Total charge: +1



--- b ---
DFT (the ωB97M-V functional and the def2-TZVPD basis) results for a gas-phase ion, C6H10NO (charge +1).

```
18
C6H10NO | the Open Molecules 2025 dataset | the ωB97M-V functional and the def2-TZVPD basis
C -1.4836 1.5558 -0.9805
C 0.2771 0.3567 -0.6037
C -1.0433 0.1045 -1.3627
C 0.0372 1.8558 -0.6342
C -0.1503 -0.3468 1.5942
C 1.0218 -1.6847 -0.2728
N 0.7700 -0.3836 0.4791
O -1.4278 -0.7875 -2.0272
H -2.3389 1.5578 -0.2287
H 0.5738 2.1994 -1.5010
H 0.2009 2.5446 0.1494
H -1.0654 -1.0488 1.3637
H 0.2775 -0.8070 2.5044
H -0.5258 0.6983 1.9722
H 0.1674 -1.8188 -0.8930
H 1.9747 -1.4934 -0.8354
H 1.0991 -2.5048 0.4750
H 1.6354 0.0024 0.8013
```

Summary:
HOMO-LUMO gap (alpha / beta) (eV): 8.655 / 8.132
Total charge: +1



Which of them is least stable? Easy: b.



--- a ---
DFT (the ωB97M-V functional and the def2-TZVPD basis) results for a molecular structure, C7H6O3S.

```
17
C7H6O3S | the Open Molecules 2025 dataset | the ωB97M-V functional and the def2-TZVPD basis
C 0.5743 0.5659 -2.4036
C 0.6589 1.2617 -1.2516
C 0.4993 -0.6657 -1.5172
C 1.0342 0.1212 -0.2651
C -0.7766 -1.1395 -0.7114
C -0.1956 -0.0497 0.6970
C -0.0838 -0.6402 2.0710
O -0.8188 2.2177 1.9659
O 1.5844 -0.9694 -0.8409
O 0.2427 2.3010 -0.5372
S -0.9481 1.6089 0.6678
H 0.4736 0.8436 -3.3891
H -1.6718 -0.9271 -1.1917
H -0.5734 -2.0866 -0.4448
H 1.0343 -0.4791 2.5339
H -0.1131 -1.7144 1.9783
H -0.9204 -0.2483 2.6387
```

Summary:
HOMO-LUMO gap (eV): 8.203
Total charge: 0



--- b ---
DFT (the ωB97M-V functional and the def2-TZVPD basis) results for a single C7H6O3S molecule.

```
17
C7H6O3S | the Open Molecules 2025 dataset | the ωB97M-V functional and the def2-TZVPD basis
C -1.2420 -2.1566 -0.8984
C -0.8473 -0.9470 -1.5675
C -1.3438 -2.1391 0.5465
C -0.5074 0.1847 -0.8476
C -1.0116 -0.9756 1.2399
C -0.4681 0.1233 0.5682
C 0.9635 2.2362 0.7207
O 3.1603 3.2753 -0.3679
O 3.4464 1.2010 1.0143
O 0.2323 1.0274 1.3911
S 2.6529 2.0526 0.2137
H -1.4645 -3.1450 -1.4575
H -0.8489 -0.8718 -2.7037
H -1.7614 -3.0144 1.1069
H -0.1871 1.0878 -1.3599
H -1.1937 -0.8715 2.3231
H 0.4203 2.9327 0.0779
```

Summary:
HOMO-LUMO gap (eV): 7.298
Total charge: 0



Which of them is least stable? Easy: a.



--- a ---
DFT (the ωB97M-V functional and the def2-TZVPD basis) results for a molecular structure, C6H9FN2.

```
18
C6H9FN2 | the Open Molecules 2025 dataset | the ωB97M-V functional and the def2-TZVPD basis
C -0.1448 -1.5748 -0.0209
C 0.2192 -1.3750 1.2873
C -1.5361 0.5879 -0.1460
C -0.5262 -0.3411 -0.7045
C -0.1740 -0.1244 -2.2375
C 1.5644 0.4142 2.2033
N 0.3209 -0.0792 1.7113
N -0.1603 0.7845 0.0758
F 0.4265 -2.4234 2.1267
H -0.4411 -2.5823 -0.4557
H -1.8404 1.3384 -0.8826
H -2.2937 0.3852 0.7105
H -1.0014 -0.6038 -2.6883
H 0.9500 -0.4571 -2.3962
H -0.1861 0.9384 -2.3569
H 2.0480 -0.3084 2.9695
H 2.2685 0.5779 1.4555
H 1.4014 1.2279 2.8787
```

Summary:
HOMO-LUMO gap (alpha / beta) (eV): 8.300 / 8.301
Total charge: 0



--- b ---
DFT (the ωB97M-V functional and the def2-TZVPD basis) results for a single C6H9FN2 molecule.

```
18
C6H9FN2 | the Open Molecules 2025 dataset | the ωB97M-V functional and the def2-TZVPD basis
C 3.3449 0.4996 0.3709
C 0.8937 0.0872 0.4285
C 3.6627 0.2811 -0.9164
C -1.9363 0.9931 0.4257
C -1.5874 -1.3839 -0.3502
C -1.2379 0.1155 -0.6375
N 2.0982 0.2728 0.7475
N 0.1178 0.4057 -0.5149
F 3.0737 -0.7096 -1.5547
H 4.0123 1.0145 1.0476
H 0.4235 -0.3403 1.3964
H -1.3875 1.9161 0.5722
H -1.8996 0.3728 1.3447
H -2.9813 1.3856 0.2982
H -1.4245 -1.6515 0.7328
H -1.0389 -2.1769 -1.1447
H -2.6448 -1.5170 -0.6307
H -1.4885 0.4351 -1.6152
```

Summary:
HOMO-LUMO gap (alpha / beta) (eV): 6.864 / 7.207
Total charge: 0



Which of them is least stable? Easy: b.



--- a ---
DFT (the ωB97M-V functional and the def2-TZVPD basis) results for a single C8H10N2 molecule.

```
20
C8H10N2 | the Open Molecules 2025 dataset | the ωB97M-V functional and the def2-TZVPD basis
C 2.8965 0.0089 -0.2947
C 2.4569 0.6867 0.9021
C 1.8068 -0.6921 -0.7770
C 1.1504 0.3369 1.1113
C -1.4465 -1.0939 0.8331
C -1.2665 0.4832 -0.9441
C -2.4660 0.7205 0.0328
C -0.5718 -0.8057 -0.2671
N -2.5231 -0.4144 0.8414
N 0.7628 -0.4673 0.0657
H 3.9315 0.0929 -0.5529
H 3.1384 1.4376 1.3072
H 1.6063 -1.4167 -1.5529
H 0.4308 0.8540 1.7663
H -1.3180 -1.9581 1.4703
H -1.6716 0.3186 -1.9384
H -0.4479 1.2110 -0.9402
H -2.4503 1.5911 0.5990
H -3.4430 0.7758 -0.6308
H -0.5757 -1.6691 -1.0313
```

Summary:
HOMO-LUMO gap (eV): 9.443
Total charge: 0



--- b ---
DFT (the ωB97M-V functional and the def2-TZVPD basis) results for a single C8H10N2 molecule.

```
20
C8H10N2 | the Open Molecules 2025 dataset | the ωB97M-V functional and the def2-TZVPD basis
C -1.5295 -0.2454 1.2433
C -1.5221 -0.7703 2.5210
C 0.4547 0.2530 2.2716
C -0.2829 0.4219 1.0803
C 1.4389 -0.6653 -2.2286
C 2.4357 0.0572 -1.9193
C -0.0418 -0.1835 -2.2249
C -0.3478 1.0104 -1.2776
N -0.2530 -0.5666 3.0496
N 0.1292 1.2046 0.1263
H -2.3881 -0.0858 0.5948
H -2.2778 -1.4693 2.9320
H 1.5206 0.7118 2.3594
H 1.5746 -1.6120 -2.7253
H 3.1275 0.7685 -1.6246
H -0.4560 0.1147 -3.0974
H -0.5497 -0.9939 -1.8582
H 0.2593 1.8253 -1.6463
H -1.4266 1.1131 -1.4944
H 0.1348 -0.8883 3.9184
```

Summary:
HOMO-LUMO gap (alpha / beta) (eV): 7.442 / 7.916
Total charge: 0



Which of them is least stable? Easy: b.